Record 1
34
Properties=species:S:1:pos:R:3:forces:R:3 method="wB97M-V/def2-TZVPD" de_lowest_kcal_mol=227.5 homo_lumo_gap_ha=0.3151 smiles=Cc1cc(OCCNCCO)cc(C)c1Cl homo_ev=-8.168 charge=0
C 1.452 0.399 0.675 -7.18 -4.82 0.78
Cl 5.035 1.051 -0.514 -0.62 -1.18 0.56
H -4.198 -0.189 -1.632 1.13 -0.92 -1.62
H -5.112 1.360 -1.858 0.66 -1.23 0.88
C 1.210 -1.083 0.419 1.28 2.13 -0.73
O -5.653 -0.147 -0.547 -3.85 3.42 6.31
H -2.811 1.814 -0.966 2.40 0.76 -2.12
H -6.204 0.598 0.232 2.22 -3.56 -3.45
C -1.938 -0.422 0.142 5.49 -1.59 -8.12
H -0.896 -0.518 2.036 -1.03 -0.81 -2.46
H 1.694 2.709 1.102 0.14 0.34 0.65
C 2.691 2.424 0.812 -7.73 -1.82 -10.10
H -1.153 0.098 -0.485 -0.44 1.29 1.05
H 5.398 -1.644 -0.192 -1.06 -1.52 -1.61
O 0.054 -1.702 0.709 1.18 -2.31 -1.89
C 2.647 0.950 0.446 -6.03 6.69 3.58
H 0.487 0.996 1.054 2.46 -1.42 -0.81
H 2.933 2.997 -0.165 -0.49 -0.75 1.38
H 3.409 2.567 1.320 9.16 2.36 7.60
C 4.553 -1.878 -0.985 1.35 1.50 5.00
N -2.881 0.259 0.658 -6.87 8.20 2.28
C 3.392 -1.225 -0.283 2.35 0.12 -2.54
H -3.631 -0.239 1.145 0.36 0.20 -0.56
H -2.190 -0.952 -0.764 -0.86 -1.86 -0.57
C -1.150 -1.172 1.000 -0.05 -1.59 10.07
C -3.520 1.382 -0.393 -4.68 -4.51 4.84
H 4.956 -1.525 -1.853 0.40 1.63 -2.43
H 4.239 -2.850 -1.137 0.23 -2.36 0.03
C 2.265 -1.935 -0.225 -4.24 2.70 3.42
H 2.137 -2.994 -0.376 -0.07 0.03 -0.30
H -4.163 2.195 0.022 1.24 -0.35 1.04
H -1.852 -2.005 1.606 1.96 1.41 -1.89
C 3.464 0.099 0.099 9.58 -3.24 -4.36
C -4.665 0.581 -1.103 1.61 3.03 -3.93

***

Record 2
14
Properties=species:S:1:pos:R:3:forces:R:3 method="wB97M-V/def2-TZVPD" homo_lumo_gap_ha=0.0943 homo_ev=-19.361 charge=+3
C -0.308 1.828 -1.098 0.86 -4.37 1.42
La -2.172 4.802 -3.039 1.71 -2.26 1.13
O 0.833 1.384 -0.667 -0.20 0.87 -0.10
O -0.545 2.669 -1.944 -2.19 4.63 -2.30
H 1.523 -1.052 1.993 -0.27 0.01 -0.07
C 0.390 -1.981 0.349 0.05 -0.68 0.40
H -0.144 -1.558 2.447 0.17 0.16 -0.19
H -0.526 -2.579 0.283 0.24 0.17 -0.05
H 1.269 -2.598 0.144 -0.25 0.16 0.02
C 0.492 -1.179 1.643 0.43 -0.58 0.39
O 0.333 -0.939 -0.655 -0.17 0.88 -0.64
C 0.013 0.195 -0.071 0.47 -1.21 1.08
O -1.138 0.894 -0.627 -0.57 1.29 -0.51
O -0.020 0.115 1.242 -0.27 0.93 -0.57

***

Record 3
14
Properties=species:S:1:pos:R:3:forces:R:3 method="wB97M-V/def2-TZVPD" de_lowest_kcal_mol=145.4 homo_lumo_gap_ha=0.3239 homo_ev=-8.088 charge=0
H -0.955 0.366 -2.015 0.05 -0.04 0.18
C 1.484 -0.385 0.448 -0.01 -0.03 0.03
H -0.810 -1.941 0.312 -0.05 0.18 -0.04
H -0.788 2.294 0.177 0.07 -0.15 -0.01
H 1.951 0.132 1.292 -0.05 -0.05 -0.11
H -1.696 -1.636 0.259 -0.08 -0.12 -0.02
C -1.649 -0.412 0.024 0.16 -0.18 -0.04
C -0.551 1.238 0.147 0.10 0.37 0.04
O -1.255 0.393 1.072 -0.01 -0.02 0.10
H 1.201 1.194 -1.069 -0.10 -0.09 0.09
C -0.727 0.222 -0.965 -0.15 -0.10 -0.31
H 0.870 -1.198 0.854 0.08 0.11 -0.02
H 2.274 -0.832 -0.162 -0.12 0.05 0.05
C 0.651 0.564 -0.371 0.12 0.06 0.06

***

Record 4
59
Properties=species:S:1:pos:R:3:forces:R:3 method="wB97M-V/def2-TZVPD" de_lowest_kcal_mol=0.5 homo_lumo_gap_ha=0.2559 homo_ev=-5.048 charge=-1
O -1.696 8.238 -2.438 -0.02 0.00 0.01
C 0.638 -1.233 4.148 0.00 0.02 -0.01
Ba 0.748 1.248 -0.403 -0.09 0.14 0.05
H 0.985 -2.273 6.597 0.00 -0.01 0.01
H 0.262 -3.167 -3.729 0.01 0.02 0.01
C -1.409 -5.296 -3.298 -0.01 0.08 0.05
C 0.710 -1.728 1.747 0.04 0.07 -0.09
H -0.726 -5.417 -4.140 -0.01 -0.02 -0.01
C 1.692 -2.716 5.894 0.01 0.04 -0.08
C -2.486 7.317 -2.175 0.03 -0.03 -0.02
N 0.473 -1.348 0.440 -0.04 -0.49 0.17
H 3.174 -2.298 -2.063 -0.05 -0.02 0.02
H -3.671 4.948 -1.552 0.00 0.03 -0.01
C 1.916 0.422 -3.351 -0.03 -0.02 0.12
N -0.646 3.490 -1.221 -0.12 0.11 0.00
C 1.409 -2.905 2.102 -0.04 0.04 -0.04
N -0.442 0.266 2.596 0.05 0.04 0.14
H -1.863 -5.156 -0.601 0.00 0.00 0.00
H -2.372 -4.968 -3.699 0.00 -0.03 -0.02
C -1.772 0.392 2.770 -0.08 -0.03 -0.02
H 1.721 -3.568 1.304 0.01 -0.02 0.01
O -3.732 7.296 -2.123 0.01 0.02 0.00
H -2.564 2.764 -1.014 -0.01 0.01 0.00
C 0.114 4.559 -1.524 0.07 -0.18 0.06
H -1.560 -6.272 -2.837 0.01 -0.01 -0.01
C -2.595 4.844 -1.549 0.01 -0.02 0.01
H -3.058 2.181 2.677 0.00 -0.01 0.00
N 0.845 -0.176 -2.829 0.10 -0.10 -0.33
C -1.814 5.953 -1.853 -0.02 0.00 0.01
H 1.820 1.376 -3.844 -0.05 0.01 0.03
H 0.213 6.619 -2.095 -0.03 0.02 0.00
C 2.644 -1.438 -2.437 0.04 0.02 0.03
C 0.417 -2.326 -1.778 0.08 0.06 0.01
C -2.087 1.721 2.616 0.00 0.10 0.01
H 1.705 -3.794 6.055 -0.01 0.00 0.02
O 1.984 3.239 -0.895 0.27 0.38 -0.20
C -1.975 3.648 -1.250 0.02 -0.05 0.01
C -0.871 -4.301 -2.303 -0.03 -0.05 0.02
C -0.855 2.343 2.363 -0.07 -0.01 -0.07
C 1.632 4.340 -1.480 -0.10 -0.17 0.10
C -0.766 -3.424 -0.041 0.04 0.03 0.01
C 0.074 -2.348 -0.417 -0.02 0.10 0.02
C 1.325 -2.386 4.471 0.05 -0.10 0.00
C -1.214 -4.358 -0.949 0.01 0.00 -0.05
C 0.333 -0.919 2.827 -0.05 0.08 0.00
H -0.659 3.388 2.175 0.05 -0.02 -0.04
N 1.312 -1.316 -2.270 -0.06 -0.06 -0.14
C 3.081 -0.326 -3.120 0.01 0.02 -0.03
H -2.387 -0.466 2.985 0.05 -0.03 0.01
H -1.069 -3.497 0.996 0.00 -0.01 0.01
N 0.140 1.461 2.349 -0.04 -0.06 0.19
H 4.088 -0.086 -3.410 -0.01 0.00 0.00
H 0.316 -0.550 4.927 -0.01 0.01 -0.02
H 2.686 -2.333 6.140 0.00 -0.02 0.03
H 2.241 -4.135 3.625 0.00 0.00 -0.01
C -0.434 5.788 -1.851 0.05 0.04 -0.02
O 2.370 5.167 -1.983 0.02 0.05 -0.01
C 1.699 -3.219 3.410 -0.02 0.04 0.07
C -0.045 -3.264 -2.692 0.00 0.00 -0.01

***

Record 5
88
Properties=species:S:1:pos:R:3:forces:R:3 method="wB97M-V/def2-TZVPD" de_lowest_kcal_mol=22.4 homo_lumo_gap_ha=0.2930 homo_ev=-13.376 charge=+2
H -4.216 2.533 1.462 0.03 0.00 0.03
C -1.971 4.518 1.880 -0.13 -0.10 0.00
C -0.557 -2.965 1.272 -0.01 -0.02 0.23
H 0.639 -4.495 0.648 0.01 -0.04 -0.02
H 2.401 0.666 -2.286 0.04 0.10 -0.03
C -1.136 3.407 1.852 0.09 -0.01 -0.08
C 3.627 -0.294 -0.953 0.04 0.01 0.17
C 0.484 4.846 -1.733 0.02 0.06 0.05
N 1.467 -4.022 -1.532 0.02 0.00 0.10
H -2.121 1.457 -3.551 -0.02 0.08 0.08
H 4.006 0.607 0.946 0.03 -0.02 0.05
C -0.576 5.687 -2.066 -0.06 -0.04 0.06
H -3.115 -2.754 2.454 -0.02 -0.01 0.01
H 1.104 2.830 -1.331 0.02 0.04 0.03
H -2.125 6.642 2.138 -0.01 -0.03 0.00
H -3.153 2.243 3.705 0.00 0.03 -0.08
C -0.967 2.932 -1.845 0.01 0.52 -0.43
H -4.095 -2.785 -4.100 0.00 0.00 0.00
N 2.572 -0.895 1.184 -0.07 -0.01 0.01
C -3.600 1.920 0.807 0.11 -0.02 -0.15
H -2.685 5.773 -2.512 -0.01 -0.03 -0.03
H 4.671 -1.020 0.767 0.02 0.06 0.05
H -3.512 2.406 -0.162 0.07 0.02 -0.02
O 0.631 7.631 -1.480 -0.09 -0.04 -0.05
H 1.908 0.783 4.092 0.01 -0.04 -0.04
C 3.802 -0.391 0.554 -0.03 -0.02 -0.25
H 1.042 -1.687 -2.086 -0.03 -0.11 -0.04
H 1.805 5.012 2.393 -0.03 0.04 0.05
H 2.842 1.574 -1.015 -0.03 0.07 -0.06
H 2.867 3.378 3.522 0.03 0.01 0.00
N -1.417 -3.850 1.823 0.10 -0.06 0.07
H -2.510 -2.653 -0.119 -0.09 0.02 -0.12
H 3.372 -1.279 -1.350 0.01 0.02 -0.03
C -1.830 0.950 -2.626 -0.06 0.16 -0.06
C -0.103 5.957 2.319 -0.04 -0.03 -0.14
H -3.190 0.487 3.468 -0.01 0.01 0.01
N 0.441 -3.527 0.460 -0.11 -0.05 0.03
C -3.545 -2.289 -3.311 0.02 -0.08 0.07
C -0.294 7.164 -2.082 0.20 -0.14 0.11
H 3.793 2.021 2.869 -0.03 -0.04 -0.04
O -1.117 7.946 -2.790 -0.10 0.27 -0.03
C -1.832 5.140 -2.294 0.13 0.09 -0.05
As -1.844 1.602 1.611 -0.63 0.51 0.58
C 0.240 3.579 2.054 -0.05 0.00 -0.15
C 0.989 1.156 3.640 0.01 -0.10 -0.02
H -1.775 -2.812 3.625 0.00 0.00 -0.01
H 2.654 -0.822 2.193 -0.03 -0.08 0.02
H 4.579 0.008 -1.397 -0.01 -0.05 -0.03
C -2.019 3.771 -2.215 -0.01 -0.29 0.13
H -2.994 3.342 -2.410 -0.05 0.06 0.08
C -3.000 -1.031 -3.513 0.08 0.05 0.06
C 3.100 2.822 2.615 -0.13 -0.03 -0.21
H -1.760 1.261 4.172 0.03 -0.01 -0.04
C -2.319 -3.380 2.868 0.06 0.07 0.03
H -2.435 -5.660 1.673 -0.01 0.02 0.01
N -0.584 -1.689 1.469 -0.05 -0.52 0.20
H 3.576 3.482 1.892 -0.03 0.00 -0.02
C -3.379 -2.891 -2.075 0.01 0.10 -0.11
H 0.549 1.884 4.318 -0.02 0.00 -0.01
H -1.154 -5.490 0.503 -0.03 0.07 -0.02
C -2.312 -0.422 -2.467 -0.22 -0.42 -0.10
C -2.554 1.373 3.439 0.10 -0.21 -0.08
Ca 0.281 0.002 0.160 0.11 0.74 -0.83
H 2.472 -1.884 0.979 0.04 -0.03 0.11
C 0.863 -3.065 -0.779 0.10 -0.08 -0.34
H 0.305 6.942 2.491 0.01 0.05 0.00
H -1.760 7.453 -3.310 0.03 -0.11 -0.01
C -1.425 -5.281 1.536 0.04 -0.13 -0.01
C -1.463 5.786 2.116 0.00 0.10 0.01
H -3.806 -3.863 -1.869 0.01 -0.01 0.04
As 1.430 2.036 1.931 0.22 0.84 0.82
N 0.713 -1.840 -1.139 0.14 -0.78 -0.25
H 1.828 -3.793 -2.440 0.02 0.04 0.00
C 0.286 3.488 -1.599 -0.07 -0.19 0.01
C 0.741 4.859 2.269 0.15 -0.06 0.04
H 1.519 -4.988 -1.260 -0.06 0.01 0.02
N 2.536 0.643 -1.280 -0.16 -0.14 0.07
H -0.763 -5.838 2.206 -0.01 0.02 -0.01
N -1.167 1.540 -1.718 0.39 -0.13 0.27
C -2.660 -2.208 -1.099 -0.09 -0.13 0.05
H -3.114 -0.526 -4.463 0.00 0.04 0.03
H 0.304 0.322 3.494 0.00 0.00 0.04
H -1.384 -1.403 2.022 -0.04 -0.09 0.02
H -3.036 4.398 1.721 0.01 0.03 0.01
H 1.458 5.290 -1.579 0.00 0.00 0.09
H -4.094 0.959 0.667 0.05 -0.02 0.02
N -2.137 -1.005 -1.276 0.12 0.18 0.08
H -2.773 -4.236 3.355 -0.02 -0.01 -0.01

***

Record 6
64
Properties=species:S:1:pos:R:3:forces:R:3 method="wB97M-V/def2-TZVPD" homo_lumo_gap_ha=0.2172 homo_ev=-13.285 charge=+2
H -0.294 1.248 -6.280 0.18 -0.32 0.06
H 2.799 2.088 2.870 -0.12 -0.17 -0.28
H -0.050 -0.567 -6.465 0.19 0.38 0.14
H 1.671 -1.137 4.504 -0.08 -0.17 -0.34
C 1.392 -1.780 3.657 -0.08 -0.10 -0.36
C -0.691 0.175 2.381 -0.09 -0.11 -0.98
H 2.105 -1.619 2.834 -0.02 -0.07 0.29
H -0.752 4.098 -3.366 0.18 -0.26 0.01
C -0.496 3.031 -3.392 -0.24 -0.55 -0.33
Cl -1.523 -0.015 -2.897 -0.89 -0.22 0.06
H -0.779 -2.305 -4.152 0.06 -0.23 0.14
H 1.029 0.800 5.218 -0.16 0.19 -0.09
C 0.031 -2.838 -3.641 -0.25 0.35 -0.24
C -0.358 3.214 2.349 -0.05 0.19 -0.03
H 1.528 -3.586 -0.279 0.02 -0.16 -0.23
H -0.037 -2.959 1.055 -0.22 -0.05 0.08
H -1.452 3.145 2.304 0.14 0.13 0.07
C -1.558 -3.621 -1.481 0.03 0.29 -0.08
H 0.717 4.633 -1.369 0.22 -0.26 0.05
La -0.921 -0.155 -0.027 -1.73 -0.19 -0.25
H -0.087 -3.918 -3.825 0.16 0.37 0.02
H -1.001 -2.476 5.329 -0.06 0.13 -0.22
H 2.183 -3.386 -1.923 -0.16 -0.20 0.21
H -2.449 -2.187 4.362 0.10 0.16 0.12
H -2.440 -3.036 -1.754 -0.13 -0.23 -0.11
H -1.474 -4.503 -2.126 -0.23 0.10 0.17
C 1.295 -3.683 -1.346 0.12 0.11 0.16
H 0.987 -2.504 -4.067 -0.10 -0.18 0.28
Si -0.398 -1.514 3.100 0.49 0.25 1.70
C 0.607 0.284 -4.716 3.92 -0.05 5.06
H -0.435 1.820 5.239 0.18 -0.08 -0.05
H 0.417 2.900 -3.981 -0.01 0.13 0.09
H -0.662 -3.873 2.422 -0.03 0.33 -0.18
P -0.080 -2.570 -1.821 0.31 -1.37 0.06
H 1.498 -2.826 3.988 -0.01 0.30 -0.10
H -1.292 0.075 -5.354 0.29 0.11 0.03
H -1.793 -2.890 1.493 0.18 -0.06 0.02
C -1.466 -1.771 4.626 -0.21 -0.17 -0.09
H 2.537 0.452 2.235 0.02 0.20 0.04
H -2.652 2.816 -1.363 0.05 0.27 0.03
C -0.288 0.264 -5.774 -1.25 -0.11 -1.49
H -1.658 -3.936 -0.438 0.21 0.08 -0.25
C -0.762 -2.913 1.887 -0.08 -0.01 -0.36
C 0.549 1.679 4.771 0.05 0.18 -0.07
C 1.457 -0.298 -0.730 6.56 -0.01 -1.86
H -1.314 2.482 -3.864 0.04 0.19 0.00
P -0.278 2.432 -1.670 0.38 1.48 0.50
O 1.397 0.294 -3.866 -3.21 0.02 -4.16
O 2.561 -0.336 -1.099 -4.70 0.08 1.51
H -1.688 4.342 -1.314 -0.26 -0.26 0.23
H -1.622 -0.827 5.165 0.03 -0.19 -0.15
H 1.901 3.398 -1.922 -0.09 0.16 0.28
H 2.236 1.866 1.201 0.09 -0.01 0.03
H 0.020 3.552 1.377 -0.12 0.04 0.18
H -0.101 3.984 3.091 -0.10 -0.13 -0.27
H 1.402 3.448 -0.205 0.04 0.14 -0.27
Si 0.397 1.590 2.896 0.07 -0.15 1.18
C 1.066 3.598 -1.236 0.09 -0.09 0.15
H -1.758 0.444 2.559 0.20 0.05 0.12
H 1.161 2.554 5.028 -0.10 -0.16 0.04
C 2.150 1.477 2.223 0.01 -0.10 -0.09
C -1.747 3.299 -0.972 -0.04 -0.33 0.06
H 1.031 -4.725 -1.572 0.19 0.27 0.05
H -1.766 3.271 0.125 0.00 0.10 -0.29